Formula: C38H47BrCl50F2N3O3S
Source: OMol25
Level of theory: ωB97M-V/def2-TZVPD

Properties
orbital gap	0.2702	Eh
LUMO level	-3.82	eV
highest occupied orbital energy	-11.2	eV
spin multiplicity	1
total charge	+1
E_tot	-28047.220129	hartree

Cartesian coordinates (Å):
C: -9.13145 1.26154 -4.22539
C: -7.78920 1.93135 -4.51927
C: -6.89777 2.04447 -3.27885
C: -5.42559 2.30864 -3.66557
C: -4.46258 1.44925 -2.83760
C: -3.04500 1.28292 -3.42444
C: -3.06144 0.56285 -4.77138
C: -3.85428 -0.75154 -4.85714
C: -2.99673 -1.97456 -5.25128
C: -3.56740 -3.29363 -4.73646
O: -2.57666 -4.09491 -4.10007
C: -3.02802 -4.66779 -2.89069
C: -2.18281 0.56847 -2.35228
Br: -3.00002 -1.01234 -1.59350
N: -0.80181 0.27822 -2.82832
C: 0.04937 -0.14547 -1.66106
S: 0.62182 -1.86637 -1.61664
C: -0.48960 -2.89420 -2.61131
C: 0.33655 -3.94619 -3.35499
C: -0.32435 1.43574 -3.39049
N: 0.72438 1.43697 -4.17634
C: 1.61536 0.35398 -4.56097
Cl: 2.82017 0.02531 -3.29303
C: 0.91498 -0.88143 -5.13692
C: 0.20213 -0.46056 -6.42466
Cl: 2.22171 -2.00006 -5.62977
N: -0.94918 2.64292 -3.22197
C: -0.31538 3.67809 -2.39985
C: -0.38668 3.51003 -0.89656
O: 0.74251 2.78081 -0.42417
C: 0.54855 2.31305 0.85606
O: 1.32787 2.51556 1.75407
C: -2.38793 2.70402 -3.50803
F: -2.92933 3.53351 -2.54080
C: -2.57064 3.40002 -4.85510
C: -2.14696 4.88121 -4.87246
C: -2.86240 5.59464 -6.00663
F: -2.78580 6.96071 -5.83147
H: -9.58507 1.62115 -3.30618
H: -9.82095 1.48186 -5.03837
H: -9.03638 0.17962 -4.20091
H: -7.26374 1.30567 -5.23929
H: -7.96976 2.92679 -4.91686
H: -6.96026 1.14705 -2.66435
H: -7.25485 2.88365 -2.68522
H: -5.29880 2.10016 -4.72524
H: -5.21020 3.36114 -3.49685
H: -4.94501 0.48066 -2.77836
H: -4.41636 1.80481 -1.81117
H: -3.41929 1.19532 -5.57312
H: -2.02916 0.32889 -5.04269
H: -4.40577 -1.01541 -3.96296
H: -4.60042 -0.64176 -5.64206
H: -1.96925 -1.80170 -4.92850
H: -2.96713 -2.03163 -6.33781
H: -3.96782 -3.86428 -5.57419
H: -4.37291 -3.10643 -4.02621
H: -4.02541 -5.09566 -2.99418
H: -3.06737 -3.91379 -2.09692
H: -2.32732 -5.44287 -2.59912
H: -2.15399 1.26747 -1.51960
H: 0.95028 0.46248 -1.65943
H: -0.45516 0.07696 -0.72693
H: -1.15328 -2.34002 -3.26567
H: -1.13628 -3.42284 -1.91490
H: 0.58808 -3.60365 -4.35436
H: -0.26189 -4.84744 -3.45589
H: 1.21883 -4.21598 -2.78299
H: 0.94726 2.34202 -4.56414
H: 2.22332 0.74856 -5.36876
H: 0.25457 -1.38206 -4.43881
H: -0.46913 -1.23332 -6.77588
H: 0.95518 -0.22341 -7.16820
H: -0.34494 0.46592 -6.24928
H: 0.74694 3.71118 -2.64579
H: -0.67796 4.67089 -2.62673
H: -0.31207 4.51378 -0.47478
H: -1.33334 3.10074 -0.53803
H: -0.36786 1.71210 0.98378
H: -1.92294 2.87716 -5.55946
H: -3.57564 3.31405 -5.25224
H: -2.29033 5.39453 -3.92930
H: -1.08576 4.90379 -5.12331
H: -2.43094 5.33491 -6.97155
H: -3.91597 5.30994 -6.01930
C: -1.38817 -2.66914 2.15928
Cl: 0.16216 -3.47333 2.35597
Cl: -2.36434 -3.54593 0.96673
Cl: -2.24314 -2.63471 3.69431
Cl: -1.13188 -1.00220 1.60451
C: 4.29692 2.34124 4.95946
Cl: 3.33470 3.81587 5.04497
Cl: 5.08053 2.23870 3.37205
Cl: 5.52467 2.36189 6.22329
Cl: 3.24549 0.93789 5.18164
C: 9.65869 1.86312 5.66176
Cl: 11.14365 2.27003 4.79394
Cl: 8.25904 2.22495 4.64585
Cl: 9.65895 0.15176 6.06949
Cl: 9.56047 2.80746 7.15526
C: -6.14450 -3.14632 5.44733
Cl: -7.04416 -4.59318 5.90061
Cl: -5.38809 -3.38800 3.86741
Cl: -7.24098 -1.76494 5.36988
Cl: -4.88197 -2.83247 6.64469
C: 8.50454 -3.59508 4.81263
Cl: 9.83194 -3.77922 3.66273
Cl: 7.40589 -4.97196 4.67332
Cl: 9.15596 -3.51787 6.45382
Cl: 7.63201 -2.10014 4.46853
C: 11.91083 -1.52321 9.17971
Cl: 10.85307 -2.86138 9.65542
Cl: 12.69897 -1.91682 7.64797
Cl: 10.94629 -0.06177 8.98213
Cl: 13.13318 -1.27133 10.42770
C: -0.54608 4.34651 6.17608
Cl: -2.27756 4.12421 6.44309
Cl: -0.18588 6.06894 6.02717
Cl: 0.35464 3.67875 7.53918
Cl: -0.06382 3.52091 4.68863
C: 7.40304 1.12000 10.68444
Cl: 7.40658 1.21314 8.91792
Cl: 8.42494 2.40854 11.33046
Cl: 5.75517 1.31091 11.28924
Cl: 8.03134 -0.44734 11.19930
C: -0.24868 -7.62307 2.87935
Cl: -1.24796 -6.19660 3.16935
Cl: 0.04083 -8.46274 4.40159
Cl: -1.07508 -8.70349 1.75282
Cl: 1.29670 -7.11631 2.18083
C: 3.38707 0.01933 -10.18999
Cl: 2.16973 -0.63925 -11.28337
Cl: 3.10252 1.75190 -9.96490
Cl: 3.26805 -0.79630 -8.62145
Cl: 4.99317 -0.23293 -10.86398
C: 2.09157 -0.40374 13.01206
Cl: 2.48414 1.19283 13.66005
Cl: 3.58132 -1.23577 12.56067
Cl: 1.23950 -1.34578 14.23818
Cl: 1.06021 -0.22716 11.58857
C: 0.83077 -1.59763 7.45546
Cl: -0.38213 -2.10509 6.27099
Cl: 0.64858 0.12979 7.77647
Cl: 0.59505 -2.50183 8.95015
Cl: 2.45141 -1.92086 6.82667

These are the Löwdin partial charges, in e, on atoms 1 to 2:
1. C -0.109
2. C -0.262